ORCA calculation (wB97M-V/def2-TZVPD) on an isolated ion of composition C12H15FN and charge +1.

Results
- SMILES: C=C(CCF)[N+](=C)c1ccccc1C
- Gap between HOMO and LUMO: 8.567 eV
- F_max: 0.0894 Eh/bohr
- ΔE to the lowest compared entry with this formula, charge and spin: 0.000 eV
- LUMO energy: -0.1543 Ha

ORCA input file:
```
! wB97M-V def2-TZVPD RIJCOSX def2/J DEFGRID3
* xyz 1 1
C -2.297 -0.502 2.471
H -0.085 -0.474 -3.157
H 3.457 2.134 0.488
C -2.603 -0.031 1.196
C -0.075 -1.047 1.885
C -1.031 -0.935 2.868
H -1.015 -1.220 3.965
H 0.918 -1.576 2.197
C 3.045 1.245 0.122
H 1.164 -3.013 -0.039
C 1.369 -2.101 -0.618
C -0.393 -0.833 0.550
H -3.032 -0.364 3.312
C 1.669 1.369 -0.529
H -2.170 1.157 -1.381
H 0.985 1.040 -3.307
C 0.587 0.258 -2.628
F 2.919 0.458 1.256
H -3.479 0.468 0.832
H 1.820 2.326 -1.242
C -1.650 -0.247 0.186
N 0.734 -1.008 -0.369
H 2.181 -2.011 -1.347
H -1.607 -0.531 -1.924
H -3.261 -0.360 -1.429
C 1.107 0.346 -1.397
H 3.780 0.717 -0.461
H 0.908 1.722 0.242
C -2.154 0.031 -1.228
*
```



ORCA calculation (wB97M-V/def2-TZVPD) on C12H15GaN5O4S2 as an isolated structure.

Results
- Gap between HOMO and LUMO: 7.539 eV
- F_max: 0.0052 Eh/bohr
- LUMO energy: -0.1523 Ha

ORCA input file:
```
! wB97M-V def2-TZVPD RIJCOSX def2/J DEFGRID3
* xyz 1 1
C -2.001 0.451 -0.862
H -0.916 -1.527 2.913
H 4.437 -2.587 -0.453
O 0.730 -1.949 0.225
H 3.589 -1.032 -3.017
C 4.054 -1.574 -0.354
Ga 0.491 -0.135 0.438
N -0.655 0.563 -1.061
C -3.071 -1.456 2.624
H 3.189 -2.739 -2.747
N -4.074 -1.079 1.844
H -2.038 1.822 -3.563
H 0.372 1.422 -2.742
C 1.731 -2.461 -0.470
C 2.732 -1.470 -1.092
H -3.320 -1.965 3.547
H -1.433 4.305 1.242
H -2.607 3.028 0.794
C -2.460 -0.208 0.361
H -2.232 3.361 2.515
N -1.766 1.389 -2.694
C -3.775 -0.460 0.706
C 2.860 -1.716 -2.581
C -1.742 -1.216 2.287
N -2.710 0.940 -1.840
C 0.262 2.464 2.196
O 1.901 -3.636 -0.635
H 2.895 0.479 -0.609
N -1.456 -0.584 1.158
O 2.183 -0.112 -0.891
S 1.445 1.175 1.968
S 0.545 3.685 3.213
H 4.788 -0.886 -0.782
H -4.592 -0.163 0.061
C -0.540 1.163 -2.232
H 3.934 -1.357 0.709
C -1.838 3.329 1.502
O -0.812 2.323 1.401
H 1.899 -1.582 -3.080
*
```



ORCA calculation (wB97M-V/def2-TZVPD) on a 2-piece molecular cluster, C12H15N overall.

Results
- Gap between HOMO and LUMO (spin up / spin down): 7.015 / 7.014 eV
- F_max: 0.0940 Eh/bohr
- ΔE to the lowest compared entry with this formula, charge and spin: 6.224 eV
- LUMO energy (spin up / spin down): -0.0644 / -0.0644 Ha

ORCA input file:
```
! wB97M-V def2-TZVPD RIJCOSX def2/J DEFGRID3
* xyz 0 1
H 0.172 0.372 2.546
C -0.913 0.013 0.211
C -1.622 1.196 0.530
C 1.484 -0.960 -0.282
H -1.216 -1.815 -0.656
C -3.717 0.244 -0.310
H -3.686 -1.604 -1.149
H 1.669 1.106 2.096
C 0.969 0.248 1.980
C 0.518 -0.174 0.571
H 1.818 -1.172 -2.367
H 1.215 -1.966 -0.166
H 2.974 -1.571 1.185
H 3.055 0.085 0.608
H -3.466 2.109 0.544
H 1.814 0.540 -1.897
C -3.010 1.267 0.276
H 3.551 -1.406 -0.438
H -1.319 2.120 1.032
C -1.675 -0.968 -0.462
H 1.492 -0.524 2.383
C -3.028 -0.866 -0.666
N 1.669 3.207 -0.750
C 1.396 -0.392 -1.783
H -4.732 0.166 -0.520
C 1.276 2.114 -0.691
H 0.437 -0.380 -2.169
C 2.877 -0.990 0.344
*
```



ORCA calculation (wB97M-V/def2-TZVPD) on a 2-piece molecular cluster, C12H15N4O6 overall.

Results
- Gap between HOMO and LUMO: 6.411 eV
- F_max: 0.0655 Eh/bohr
- LUMO energy: 0.0917 Ha

ORCA input file:
```
! wB97M-V def2-TZVPD RIJCOSX def2/J DEFGRID3
* xyz -1 1
C 0.069 -1.614 -1.095
N 1.343 -0.428 1.381
N 1.862 1.055 3.213
C 0.272 -0.139 -1.222
H 4.114 -2.544 2.450
C 3.201 -2.080 2.061
H -4.523 -0.621 -0.708
H -3.281 1.581 -0.894
H 2.549 -1.486 -2.326
N 0.090 2.629 3.744
C 2.058 -0.031 2.440
C -0.925 0.753 -1.360
H 3.427 0.053 -2.565
H 2.348 -2.748 2.238
C -3.220 0.811 -1.668
H 0.718 -2.004 -0.283
C 0.786 1.772 2.909
N -1.211 2.044 1.887
O 3.074 -0.825 2.799
H -5.315 0.502 -1.823
C 0.010 1.430 1.734
C 1.427 0.360 -1.991
H -0.982 -1.869 -0.854
H -0.711 -0.318 0.700
O -0.925 1.969 -1.426
O 1.371 1.368 -2.701
C 2.695 -0.466 -1.936
C 0.209 0.214 1.045
H 3.300 -1.911 0.981
C -4.419 -0.097 -1.664
O -2.066 0.010 -1.374
H -3.068 1.269 -2.652
O -2.254 2.042 1.273
O -1.133 2.809 3.115
H -4.366 -0.839 -2.467
H 0.373 -2.112 -2.041
H 3.106 -0.538 -0.919
*
```



ORCA calculation (wB97M-V/def2-TZVPD) on one molecule with the formula C12H15NO.

Results
- SMILES: C=CC(C)(C)c1ccccc1/N=C/O
- Gap between HOMO and LUMO: 8.752 eV
- F_max: 0.0987 Eh/bohr
- ΔE to the lowest compared entry with this formula, charge and spin: 3.831 eV
- LUMO energy: 0.0299 Ha

ORCA input file:
```
! wB97M-V def2-TZVPD RIJCOSX def2/J DEFGRID3
* xyz 0 1
H 0.064 -2.493 -1.135
N -1.253 1.266 1.055
C 2.018 -0.655 0.003
H 0.817 -1.365 -2.625
H 0.180 0.252 -3.011
O -2.008 3.065 2.082
C -2.397 -0.818 1.342
H -3.351 2.105 1.060
C 1.199 2.231 0.260
C -1.736 -2.820 0.216
H 1.854 0.094 -2.693
H -3.366 -2.740 1.546
C -2.578 -2.197 1.065
H 2.107 -0.252 0.944
C 0.878 -0.289 -2.357
H 0.952 3.323 0.114
C -1.324 -0.071 0.720
H 2.777 -0.454 -0.708
C -0.402 -0.759 -0.056
H 1.886 2.049 1.056
H -2.043 -3.777 -0.233
C -2.244 2.056 1.360
H 1.996 -1.768 0.159
C -0.623 -2.099 -0.394
H -1.140 2.998 2.437
C 0.683 1.469 -0.671
C 0.733 -0.094 -0.746
H 0.159 1.928 -1.549
H -3.068 -0.333 1.956
*
```



ORCA calculation (wB97M-V/def2-TZVPD) on one molecule with the formula C12H15OPS.

Results
- SMILES: C=C1[C@@](C)(O)CC[P@]1(=S)c1ccccc1
- Gap between HOMO and LUMO: 9.106 eV
- F_max: 0.1092 Eh/bohr
- ΔE to the lowest compared entry with this formula, charge and spin: 0.746 eV
- LUMO energy: 0.0175 Ha

ORCA input file:
```
! wB97M-V def2-TZVPD RIJCOSX def2/J DEFGRID3
* xyz 0 1
H 3.033 2.027 0.152
C 4.195 -1.066 -0.243
C 2.994 -1.764 -0.463
H -1.875 -0.591 2.811
C 1.798 0.292 -0.053
H 3.015 -2.878 -0.612
O -3.108 1.425 0.027
H -4.111 -1.176 -0.419
H 5.106 -1.589 -0.152
C 1.829 -1.114 -0.210
H -1.551 -1.127 -1.362
C -1.264 0.246 0.966
H -0.190 0.993 -2.513
H -1.254 2.071 -1.593
C 4.128 0.294 0.122
H 0.881 -1.603 -0.357
C -2.454 0.155 0.094
H -4.162 -0.743 1.188
C -1.878 -0.094 -1.354
C -0.784 1.019 -1.605
H -2.658 -0.112 -2.054
C -3.430 -1.044 0.454
H -3.006 -2.058 0.667
S 0.386 3.154 0.597
H 5.116 0.761 0.342
C 2.998 0.963 0.159
C -1.053 -0.158 2.186
H -0.366 0.347 2.789
P 0.187 1.336 -0.036
H -2.525 2.034 0.472
*
```